Record 1
C3H6N4O in the gas phase. Source: OMol25; level of theory: ωB97M-V with the def2-TZVPD basis set.

Each line ends with the Löwdin charge.
CARTESIAN COORDINATES (ANGSTROEM)
O -2.396 -0.765 0.148  -0.021
N -1.096 -0.237 0.224  -0.136
N 2.914 0.160 0.277  0.110
N 1.054 -0.999 -0.483  0.070
N -0.291 1.936 -0.447  0.134
C -1.155 1.179 0.071  -0.230
C 1.723 -0.226 0.489  -0.333
C -0.225 -1.039 -0.527  -0.145
H -2.554 -1.118 1.060  0.135
H 3.169 -0.254 -0.605  0.038
H 0.487 1.454 -0.873  0.031
H -0.692 -1.755 -1.148  0.120
H 1.112 0.039 1.344  0.108
H -2.051 1.625 0.469  0.118

Output
SMILES: [H]/N=C\N=C/N(O)/C=N\[H]
highest occupied orbital energy: -9.9 eV
orbital gap: 0.3684 Eh
DFT total energy: -11213.1397 eV
molecular weight: 114.11 g/mol
E_LUMO: 0.156 eV
energy above the lowest of the compared OMol25 structures with the same formula, charge and spin: 83.9 kcal per mole


Record 2
A molecular structure, C5H23FeN6O7. Source: OMol25; level of theory: ωB97M-V with the def2-TZVPD basis set.

Each line ends with the Löwdin charge.
CARTESIAN COORDINATES (ANGSTROEM)
Fe -17.697 4.542 11.980  0.749
O -17.484 5.595 10.368  -0.341
O -18.320 3.789 13.911  -0.034
O -17.750 2.497 11.238  -0.036
O -19.884 4.357 11.690  -0.042
O -15.697 3.915 12.372  -0.034
O -17.381 6.352 13.109  -0.053
O -20.308 6.798 14.732  0.013
N -21.581 4.262 10.202  0.194
N -14.251 5.080 13.722  0.188
N -19.887 8.966 14.211  0.149
N -21.369 2.609 11.777  0.180
N -20.150 7.350 12.540  0.162
N -13.657 4.494 11.583  0.191
C -20.154 7.661 13.876  -0.685
C -16.655 6.206 9.464  -0.433
C -20.872 3.767 11.239  -0.600
C -15.813 7.369 10.013  -0.097
C -14.591 4.439 12.564  -0.597
H -15.296 7.034 10.917  0.050
H -19.878 8.052 11.875  0.100
H -14.913 5.179 14.462  0.105
H -19.924 6.382 12.387  0.052
H -13.802 4.035 10.702  0.119
H -18.393 2.123 10.627  0.082
H -20.919 2.120 12.527  0.105
H -16.428 8.254 10.178  0.065
H -22.377 3.799 9.804  0.113
H -16.901 2.103 11.007  0.083
H -12.741 4.885 11.724  0.113
H -17.218 6.497 14.046  0.084
H -19.979 9.740 13.577  0.096
H -18.378 4.273 14.743  0.089
H -21.304 5.125 9.768  0.124
H -21.958 2.051 11.182  0.107
H -18.932 3.054 14.002  0.080
H -17.221 6.553 8.587  0.101
H -20.076 9.185 15.176  0.104
H -17.320 7.220 12.693  0.082
H -15.036 7.584 9.277  0.070
H -15.911 5.495 9.044  0.095
H -13.270 5.253 13.852  0.110

Output
multiplicity: 5
highest occupied orbital energy (spin up / spin down): -10.7 / -10.6 eV
orbital gap (spin up / spin down): 0.3028 / 0.2970 Eh
DFT total energy: -63217.4939 eV
molecular weight: 335.12 g/mol
E_LUMO (spin up / spin down): -2.498 / -2.508 eV
net charge: +1


Record 3
6 unconnected molecules or ions with the total composition C19H49NO6S5. Source: OMol25; level of theory: ωB97M-V with the def2-TZVPD basis set.

Each line ends with the Löwdin charge.
CARTESIAN COORDINATES (ANGSTROEM)
S -7.711 -25.523 4.559  0.867
S -3.600 -24.317 8.227  0.831
S -10.321 -26.203 1.362  0.812
S -7.774 -22.745 10.028  0.812
S -1.703 -25.568 5.535  0.794
O -9.436 -25.303 0.527  -0.567
O -6.430 -26.255 4.810  -0.562
O -1.703 -24.696 4.333  -0.559
O -8.543 -29.203 9.485  -0.011
O -3.478 -25.813 8.395  -0.572
O -7.360 -23.165 11.416  -0.556
N -7.292 -29.577 8.966  -0.115
C -5.908 -31.240 7.914  -0.143
C -4.797 -30.225 7.712  -0.180
C -6.603 -27.369 8.186  -0.035
C -4.851 -29.110 8.770  -0.105
C -8.420 -21.050 10.293  -0.242
C -8.984 -26.804 4.742  -0.263
C -9.674 -27.859 0.986  -0.240
C -9.357 -23.568 9.692  -0.261
C -7.303 -30.604 7.975  -0.518
C -8.296 -31.746 8.281  -0.041
C -7.672 -30.139 6.522  -0.027
C -8.166 -24.675 6.122  -0.273
C -0.302 -26.692 5.321  -0.265
C -5.160 -23.973 7.340  -0.264
C -3.062 -26.765 5.354  -0.258
C -11.901 -26.108 0.463  -0.268
C -6.194 -28.106 10.555  -0.034
C -4.109 -23.660 9.803  -0.277
C -6.268 -28.524 9.077  -0.487
H -7.702 -23.692 6.233  0.042
H -3.962 -26.326 4.912  0.032
H -10.037 -23.448 10.533  0.059
H -12.118 -25.046 0.338  0.050
H -9.855 -26.585 4.118  0.007
H -5.485 -24.772 6.666  0.021
H -9.801 -23.138 8.790  0.050
H -8.234 -20.421 9.417  0.045
H -9.430 -26.790 5.737  0.049
H -4.744 -29.802 6.702  0.102
H -11.819 -26.338 -0.611  0.060
H -7.100 -27.565 10.844  0.078
H 0.615 -26.123 5.458  0.044
H -9.314 -31.392 8.417  0.077
H -5.876 -31.953 7.086  0.122
H -5.019 -23.168 6.611  0.060
H -5.695 -31.758 8.852  0.123
H -9.217 -24.626 9.476  0.043
H -4.452 -29.420 9.733  0.111
H -7.999 -25.361 6.946  0.028
H -7.628 -27.003 8.316  0.075
H -6.023 -23.744 7.962  -0.003
H -10.537 -28.497 0.771  0.047
H -3.351 -24.113 10.449  0.053
H -6.520 -27.602 7.123  0.069
H -9.203 -24.326 6.047  0.059
H -8.553 -27.760 4.462  0.045
H -4.215 -28.298 8.409  0.097
H -4.153 -22.575 9.770  0.060
H -8.591 -29.550 6.443  0.074
H -6.860 -29.474 6.218  0.059
H -9.111 -28.269 1.821  0.035
H -7.830 -30.979 5.849  0.077
H -9.058 -27.870 0.090  0.061
H -9.486 -20.963 10.491  0.051
H -5.326 -27.468 10.724  0.087
H -6.139 -28.958 11.235  0.087
H -5.964 -26.506 8.406  0.069
H -3.431 -27.151 6.306  0.020
H -5.035 -24.054 10.230  0.037
H -7.795 -20.663 11.093  0.049
H -0.303 -27.431 6.128  0.053
H -12.688 -26.773 0.813  0.048
H -3.806 -30.691 7.749  0.111
H -0.349 -27.223 4.373  0.054
H -2.888 -27.661 4.747  0.056
H -8.240 -32.516 7.513  0.080
H -8.625 -29.691 10.313  0.107
H -7.958 -32.273 9.183  0.084

Output
highest occupied orbital energy: -7.8 eV
orbital gap: 0.2928 Eh
DFT total energy: -88442.2521 eV
molecular weight: 547.94 g/mol
E_LUMO: 0.135 eV